# 1
47
Properties=species:S:1:pos:R:3:lowdin_charge:R:1 method="wB97M-V/def2-TZVPD" energy_ha=-2426.15618 gap_ha=0.3557 lumo_energy_ha=0.009
C -0.15548 -4.29033 -0.44871 -0.201
C 1.00489 -4.26818 0.42209 -0.265
N 1.91312 -4.25806 1.14375 0.148
H 0.14366 -4.23229 -1.49526 0.125
H -0.74119 -3.41995 -0.15295 -0.121
H -0.75849 -5.17504 -0.24434 0.056
C 1.04536 1.93388 3.36483 -0.047
C 0.31079 2.61343 2.31220 -0.189
N -0.27028 3.06625 1.49310 0.181
H 0.41952 1.33064 4.02249 0.104
H 1.58881 2.69755 3.92122 0.097
H 1.75805 1.26130 2.88754 0.052
C -1.30543 0.20988 2.03256 -0.112
C -2.25514 -0.92950 2.30791 -0.223
N -2.94254 -1.86633 2.54400 0.103
H -0.53690 0.35089 2.79255 0.030
H -1.94068 1.07282 1.83281 0.099
H -0.78242 -0.00160 1.09991 0.035
C 2.66886 0.84258 0.31493 0.016
C 1.62966 0.32729 1.22135 -0.200
N 0.79567 -0.11395 1.92803 0.085
H 2.67975 0.28259 -0.62016 0.111
H 3.57874 0.77371 0.91114 0.102
H 2.24967 1.82862 0.11466 0.082
C 1.54271 4.07372 -3.21476 -0.058
C 1.82145 2.81682 -4.00881 -0.255
N 2.05993 1.96272 -4.71630 0.121
H 0.77148 3.95128 -2.45429 0.013
H 1.22967 4.79344 -3.97114 0.081
H 2.45109 4.54433 -2.83864 0.084
C -0.28771 -1.86529 -0.58192 -0.356
O 0.39100 -0.67690 -0.52450 -0.024
C -0.26245 0.46325 -0.88116 -0.590
O -1.37277 0.58073 -1.40386 0.136
O 0.51613 1.45797 -0.65866 -0.066
C 0.01707 2.79314 -0.76058 -0.064
H -0.80966 -2.05818 0.35535 -0.022
H 0.43065 -2.67869 -0.47978 0.055
H -0.89557 -2.03762 -1.47012 0.098
H 0.92574 3.39515 -0.75979 0.091
H -0.55707 2.88969 0.16091 -0.023
H -0.57900 3.17346 -1.59014 0.105
C -3.53075 -3.49174 -0.88089 -1.300
Cl -2.11307 -2.60545 -0.19717 0.802
Cl -4.98193 -3.22301 0.10391 0.527
Cl -3.17259 -5.25412 -1.07311 0.549
H -3.69225 -3.04098 -1.86010 0.029

---

# 2
58
Properties=species:S:1:pos:R:3:lowdin_charge:R:1 method="wB97M-V/def2-TZVPD" energy_ha=-5157.51903 gap_ha=0.3976 lumo_energy_ha=-0.008
C 4.58208 -0.56277 2.43384 -1.548
Cl 3.63562 0.72783 1.66063 0.554
Cl 6.16698 -0.68845 1.66934 0.549
Cl 3.71584 -2.07132 2.38579 0.564
H 4.76549 -0.23510 3.44845 0.013
C -4.97293 -1.95777 2.75979 -1.536
Cl -4.67516 -0.21381 2.62892 0.530
Cl -3.52385 -2.82421 3.26240 0.545
Cl -5.58026 -2.59311 1.23746 0.575
H -5.71450 -2.07563 3.53717 0.011
C 2.54789 0.89567 -3.24881 -0.029
C 2.42080 1.29102 -4.69645 -0.299
C 1.18379 0.70169 -5.39042 -0.092
O 0.61638 1.79591 -6.09602 0.068
C 1.14002 2.95562 -5.63025 -0.562
O 0.76738 4.03614 -5.94688 0.169
O 2.12836 2.70240 -4.74432 0.080
H 1.57867 0.85620 -2.74300 0.074
H 3.15578 1.59575 -2.68002 0.087
H 2.92064 -0.12924 -3.16749 0.094
H 3.33558 1.07162 -5.24615 0.152
H 0.46281 0.29653 -4.67553 0.128
H 1.40552 -0.09872 -6.09531 0.134
C 1.64726 1.72486 4.24207 -0.062
C 2.46389 2.93235 4.63041 -0.312
C 1.79979 4.28502 4.28177 -0.092
O 1.80875 5.00707 5.49434 0.071
C 2.29248 4.23563 6.50389 -0.555
O 2.40395 4.59337 7.62448 0.180
O 2.57580 2.99397 6.05270 0.085
H 2.23871 0.80782 4.21754 0.056
H 1.22493 1.81106 3.23749 0.068
H 0.82248 1.54780 4.93440 0.100
H 3.45212 2.85153 4.17247 0.140
H 0.78814 4.12039 3.90666 0.131
H 2.37045 4.82683 3.52910 0.134
C 0.30466 -0.70666 1.15434 -0.170
C -0.40272 -2.09377 1.12968 -0.115
O -1.60290 -1.87292 0.34137 -0.222
S -1.32428 -0.64964 -0.63138 0.545
O -2.56764 -0.08515 -0.98270 -0.195
O -0.40960 -1.01709 -1.64764 -0.214
O -0.56465 0.20290 0.45898 -0.176
H 1.26661 -0.69746 0.64347 0.087
H 0.51802 -0.38574 2.17119 0.112
H -0.76173 -2.38941 2.10627 0.103
H 0.19670 -2.83523 0.61266 0.132
C -4.13055 -2.58130 -1.99557 -0.175
C -3.37344 -2.19974 -3.26868 -0.154
O -3.88537 -3.07568 -4.29089 -0.179
S -4.17018 -4.47692 -3.63277 0.564
O -2.94997 -5.19053 -3.45666 -0.224
O -5.23919 -5.09390 -4.29353 -0.200
O -4.64530 -3.90897 -2.22603 -0.192
H -4.96355 -1.92192 -1.77260 0.123
H -3.44227 -2.65624 -1.16006 0.093
H -2.30727 -2.40542 -3.15747 0.118
H -3.49704 -1.17318 -3.59245 0.136

---

# 3
37
Properties=species:S:1:pos:R:3:lowdin_charge:R:1 method="wB97M-V/def2-TZVPD" energy_ha=-665.24925 gap_ha=0.2587 total_charge=+2 lumo_energy_ha=-0.363
Pt 0.12471 -0.40297 0.03230 1.230
C 1.96692 -1.59605 2.46509 -0.001
C 1.90811 -0.60504 1.35572 -0.348
C 1.49530 0.73682 1.49191 -0.078
C 1.75789 1.76726 0.51272 -0.224
C 1.52043 3.18360 0.89302 0.010
C 2.19269 1.40260 -0.74477 0.029
C 2.33152 0.03348 -1.06512 -0.232
C 2.73105 -0.43465 -2.41114 0.009
C 2.14079 -0.96464 -0.02551 -0.145
H 1.68491 -2.59053 2.12303 0.102
H 1.32540 -1.30033 3.29370 0.103
H 2.99554 -1.64078 2.83190 0.119
H 1.10091 1.05347 2.45195 0.147
H 1.12464 3.76546 0.06164 0.108
H 2.48817 3.62670 1.15611 0.129
H 0.87280 3.27754 1.76120 0.100
H 2.39597 2.15110 -1.49965 0.151
H 1.99185 -1.13430 -2.80689 0.113
H 3.66315 -1.00055 -2.31879 0.126
H 2.86789 0.38325 -3.11304 0.107
H 2.35359 -1.99897 -0.26911 0.147
C -3.84952 -1.46730 -0.91803 -0.017
C -2.65460 -0.65232 -0.43674 -0.671
C -2.56583 -0.55785 1.09437 -0.025
C -2.73998 0.82012 -1.01686 0.004
C -1.37044 -1.08783 -0.98363 -0.001
H -4.76894 -1.03353 -0.52016 0.112
H -3.78713 -2.49770 -0.56974 0.104
H -3.91935 -1.46775 -2.00519 0.104
H -3.35267 0.08690 1.48485 0.115
H -1.59804 -0.11258 1.42730 0.061
H -2.65203 -1.54178 1.55185 0.110
H -3.61786 1.25605 -0.54005 0.116
H -2.88383 0.82075 -2.09532 0.106
H -1.86746 1.43265 -0.76931 0.075
H -1.40657 -1.71027 -1.87962 0.102

---

# 4
42
Properties=species:S:1:pos:R:3:lowdin_charge:R:1 method="wB97M-V/def2-TZVPD" energy_ha=-3831.55112 gap_ha=0.3928 smiles="CCC[C@H](C)[C@@H]1OC(=O)[C@]([C@H](C)F)([C@H](Cl)CC)[C@H]1Br" lumo_energy_ha=0.015
C 1.18183 -0.70101 3.96910 -0.138
C -0.38194 -0.85235 4.44570 -0.253
C -1.43193 -1.25603 3.24811 -0.191
C -1.67329 -0.01281 2.15545 -0.248
C -3.19253 -0.11389 1.54694 -0.128
C -0.46942 -0.14189 1.05087 -0.242
O 0.54910 0.95376 1.16916 -0.089
C 1.63429 0.52982 0.24969 -0.282
O 2.95083 0.53535 0.47501 0.013
C 0.77468 0.04221 -1.09652 -0.267
C 1.53304 -1.31704 -1.61190 -0.221
C 1.27877 -1.69835 -3.18852 -0.083
F 1.23013 -2.48065 -0.69854 -0.113
C 1.13349 1.26735 -2.14416 -0.531
Cl 1.52403 2.88607 -1.29526 0.633
C -0.06290 1.58154 -3.23230 -0.240
C 0.44035 2.93708 -4.06892 -0.176
C -0.80175 -0.08156 -0.55317 -0.508
Br -1.86819 -1.53105 -1.42516 0.697
H 1.52460 -1.47017 3.15100 0.085
H 1.33879 0.42785 3.61742 0.089
H 1.88011 -0.84778 4.89932 0.076
H -0.40231 -1.75682 5.22298 0.112
H -0.75867 0.12130 4.97983 0.110
H -2.49479 -1.61628 3.65042 0.120
H -0.97456 -2.19552 2.67491 0.124
H -1.63545 0.97162 2.80972 0.152
H -3.37625 0.51178 0.56824 0.075
H -4.03323 0.11908 2.34889 0.095
H -3.34923 -1.25578 1.23764 0.072
H 0.20810 -1.08523 1.20764 0.140
H 2.70971 -1.15355 -1.49992 0.168
H 1.50038 -0.83374 -3.94528 0.079
H 0.20441 -2.10212 -3.42999 0.059
H 2.02573 -2.58459 -3.47442 0.104
H 2.13143 0.96122 -2.72341 0.136
H -1.09365 1.86443 -2.70673 0.121
H -0.18454 0.68886 -3.98732 0.111
H 0.12306 3.93421 -3.53634 0.071
H -0.02992 2.89944 -5.14684 0.079
H 1.60666 2.87580 -4.19410 0.075
H -1.26897 0.97941 -0.71924 0.116